(1)
Entry from OMol25: a cluster of 2 separate species, C10H17N3O2 in total in a non-equilibrium geometry (ωB97M-V/def2-TZVPD).

XYZ file:
```
32
Properties=species:S:1:pos:R:3:forces:R:3:mulliken_charge:R:1
H -2.63777 2.91752 0.70694 0.2250 1.2604 0.6504 0.312
C -3.31807 -0.93774 -0.51946 1.8796 -0.1597 0.3667 -0.064
H -4.78561 1.66160 0.61200 -1.2821 -0.1224 0.2492 0.379
H 1.07238 1.28266 -2.44200 1.8121 2.2454 -1.9117 0.561
N -4.50277 -0.42061 -0.05356 -1.9343 2.3722 -0.2587 -0.616
C 2.12575 1.37206 -0.04670 -1.2050 -0.8329 0.3690 0.670
H 0.82582 -2.94578 0.06925 1.1985 -2.2652 1.4026 0.438
H -0.92670 1.92837 0.84233 -0.5581 0.9444 -0.4362 0.188
C 0.57477 -2.03673 -0.32122 2.3156 0.8204 -4.0742 -1.052
H -0.40289 -0.13818 1.32848 1.1149 -1.1559 -0.6410 -0.011
N -2.25841 -0.24729 -0.23921 0.8553 -0.3292 -0.0744 -0.122
H 0.85186 -1.23790 2.17170 -0.9095 0.0737 0.2822 0.477
H 2.94185 2.90805 -0.32680 -0.5566 0.6051 -0.4604 0.330
O 2.15820 2.54875 -0.79329 0.9187 -0.4830 0.4859 -0.546
H 3.23443 -0.67562 1.13672 1.4061 2.0018 0.1476 0.416
C -2.00288 2.07453 0.64478 -0.2771 -3.1431 -0.3413 -0.640
H 0.68823 -2.16935 -1.48592 0.2306 0.6217 2.3509 0.329
H -3.21877 -1.86761 -1.11510 -0.4989 0.5976 0.6923 0.359
N 1.39380 -0.92873 0.26393 -1.6149 1.0832 -1.8700 0.592
H 0.67683 -0.46349 -2.44712 0.1361 0.8269 -0.6824 0.252
O 2.67343 1.44550 1.09315 0.1730 -0.2684 -0.9827 -0.794
C 0.67407 -0.43139 1.44130 -0.9711 -1.6020 2.5516 -0.801
H 1.11208 0.41108 1.90846 1.0575 0.8090 -0.1777 0.387
C 0.62985 0.52507 -1.95060 0.6879 -4.8452 2.7153 -1.716
H 2.76948 -2.18498 1.24274 -1.0419 -2.3124 2.0837 0.535
C 1.39614 0.30424 -0.61534 1.0742 2.3192 -0.6576 0.198
C -4.22284 0.82391 0.27427 2.5665 -1.5463 0.0094 -0.355
H -0.39160 0.72296 -1.89163 -1.8780 0.4703 0.6497 0.222
C 2.76938 -1.40864 0.57708 -2.3309 1.0862 1.2027 -1.274
C -2.71189 0.96575 0.30223 -1.1002 0.1840 -0.9414 0.555
H 3.23162 -1.85146 -0.19905 1.5764 -0.3834 -3.3130 0.479
H -0.41978 -1.94656 -0.16834 -3.0694 1.1277 0.6135 0.314
```
Positions in Å, forces in eV/Å.

Output
Energy relative to the best compared isomer or geometry (same formula, charge and spin) = 148.5 kcal per mole
Calculated total energy = -705.792523 Eh
LUMO level = -1.12 eV

***

(2)
Entry from OMol25: a structure of composition C10H17N4O5SScSeSi in a non-equilibrium geometry (ωB97M-V/def2-TZVPD).

XYZ file:
```
40
Properties=species:S:1:pos:R:3:forces:R:3:mulliken_charge:R:1
H -0.29336 -5.25576 0.69517 0.0027 -0.0073 -0.1011 0.321
C -1.77879 -0.09612 2.32541 -3.3984 0.9308 2.7656 0.727
C 0.24033 -3.22790 0.18647 1.2224 -0.4332 0.6889 0.349
H -0.23250 4.13532 -2.81608 0.5865 -0.0746 -0.1839 0.222
H -2.97815 -1.27070 -0.11959 0.0287 0.1696 0.2095 0.260
H 1.19728 5.03062 -3.47685 -0.2494 -0.2972 -0.0401 0.319
H 1.98356 5.02508 0.70340 -0.3859 0.1132 -0.4841 0.243
H 1.77797 6.14999 -0.70189 -0.1795 -0.1891 0.2977 0.318
H -2.96201 -5.23099 0.94362 -0.0865 -0.0466 0.0217 0.361
H 1.05776 3.24079 -3.72028 -0.1932 0.4622 0.3645 0.210
C -1.84785 -2.86948 -0.12871 -0.4989 0.0149 -0.0269 0.073
C -0.37531 -4.58565 -0.16542 -0.3295 0.6520 -0.2275 -0.395
H -2.51441 -6.15216 -0.50761 0.0988 0.2822 -0.0247 0.386
C 3.60776 3.69281 -1.76768 0.5766 0.1792 -0.2083 -0.922
Si 1.77585 3.78919 -1.42316 -0.7630 -2.2821 1.1432 0.212
N 1.31414 0.68057 2.09001 4.4844 4.4852 5.9424 -0.537
H 4.15360 3.52059 -0.81741 -0.2619 0.0534 -0.5663 0.233
N -1.76162 -4.19501 -0.43832 0.8834 -1.0186 -0.2197 0.020
N -0.75213 -2.26251 0.20917 -0.1961 -2.2044 -0.6406 0.457
H 3.94871 4.64509 -2.22315 0.0875 -0.3737 0.1301 0.310
H -0.27142 -0.42083 -1.18278 -0.0992 -0.5656 -0.6071 -0.084
O 1.42604 -3.04662 0.42825 -1.2617 0.1874 -0.7516 -0.628
C 1.43695 5.19773 -0.24629 -0.0044 0.5451 0.1682 -0.914
H -3.74092 -4.88956 -0.61921 0.1435 -0.0211 0.1255 0.275
H 0.09944 -5.00089 -1.05728 0.0468 -0.1023 0.1942 0.255
Se 1.07499 1.83201 -0.48710 0.8933 2.1949 -1.4958 0.116
C 1.92014 1.33675 2.96893 -4.2117 -4.6753 -6.0504 0.419
N -3.05613 -2.28047 -0.19557 -0.2105 0.7082 -0.3272 -0.424
Sc 0.28234 -0.43656 0.59338 1.1043 2.1780 -1.0998 -0.395
O -1.17968 -1.64850 4.09683 1.1836 1.0514 -3.3064 -0.763
O 0.23099 -1.49331 2.30376 -1.3472 -0.7352 1.6033 -0.641
C 0.85617 4.07833 -3.02147 -0.1541 0.3595 -0.5910 -0.917
H 0.34814 5.25427 -0.04176 0.6155 -0.0001 -0.0165 0.226
S 2.68907 2.16927 4.08428 0.7557 0.8272 1.0173 -0.594
O -2.82706 0.20817 3.00092 2.9370 -0.7542 -2.4261 -0.750
H -3.58760 -2.54650 -1.01476 -0.0630 -0.0989 0.2165 0.237
C -0.82579 -1.17021 2.95940 -0.7645 -1.5370 3.6752 0.688
C -2.79683 -5.16120 -0.13656 -0.3856 0.1496 0.0395 -1.023
H 3.80842 2.85529 -2.46687 -0.0294 0.4451 0.4118 0.228
O -1.44808 0.39906 1.18677 -0.5768 -0.5724 0.3798 -0.479
```
Positions in Å, forces in eV/Å.

Output
Energy relative to the best compared isomer or geometry (same formula, charge and spin) = 23.3 kcal per mole
Net charge = -2
Calculated total energy = -4836.520281 Eh
LUMO level = 3.98 eV

***

(3)
Entry from OMol25: a cluster of 2 separate species, C10H17N5 in total in a non-equilibrium geometry (ωB97M-V/def2-TZVPD).

XYZ file:
```
32
Properties=species:S:1:pos:R:3:forces:R:3:mulliken_charge:R:1
C -1.91357 -0.35631 0.33752 -0.9478 -2.2797 -0.6511 -0.775
H 1.70787 -1.69666 2.18189 2.5273 -1.7545 0.3116 0.455
H -0.52401 -2.89604 2.84504 0.7967 2.8143 0.1943 0.244
H 0.71265 2.17716 -2.64088 -1.2466 3.1921 0.0627 0.490
N 3.47123 0.23779 -0.69681 1.5564 -0.0141 0.7214 -0.630
N -0.18585 2.43510 1.16102 -1.1764 0.4673 0.7561 -0.619
H -1.19495 -1.17287 2.89935 -0.1819 0.1220 -0.4810 0.287
N 2.00898 1.55381 0.61651 2.2156 -1.0139 -0.2965 -0.670
N 0.91476 0.52741 -1.53462 1.6154 -0.1544 0.5912 -0.298
H 1.06344 -0.13783 2.36952 -0.5567 -1.0768 -1.2628 0.222
C -1.50297 1.06035 -1.58377 -0.1641 -2.7176 2.7345 -1.112
C -2.60892 0.25527 -0.93544 -0.8467 2.9198 4.0366 -0.805
H -0.39083 -2.41420 0.80742 -0.5807 -0.0655 -0.4948 0.618
H 3.64468 -0.27427 -1.51107 -0.1633 -0.6493 -1.0585 0.248
H -1.58738 2.02022 -1.30251 0.0083 3.6449 0.8018 0.505
H 0.69102 0.80685 -3.61965 1.1385 0.3641 0.7316 0.287
C 1.20921 1.29726 -2.73027 -4.8255 -3.2757 -0.3236 -1.294
H -2.24899 -1.45805 0.65468 0.2143 2.5498 -0.7346 0.350
C -0.26540 0.44698 -1.01638 1.5797 -1.7451 -0.9660 0.458
H 0.95192 -1.77836 -0.16689 0.3714 -0.3084 0.6149 0.448
H -2.83252 -0.51408 -1.53762 -1.2524 -2.8219 -2.1725 0.419
C -0.25914 -1.71358 2.95476 0.1863 -2.1540 3.8350 -1.213
C 0.86627 1.99811 0.98884 0.2502 -0.3333 -1.4805 0.715
C 2.47210 0.77135 -0.30482 -2.9069 1.6212 1.3862 0.766
C 0.22255 -1.54973 0.62401 2.3407 2.7495 -1.4972 -1.369
C 0.83290 -1.20159 2.03712 -3.3329 1.6445 -0.4133 -0.155
H 0.02885 -1.53804 4.09581 -0.4170 -0.6293 -2.2072 0.342
N -0.53052 -0.45206 -0.04863 -0.9322 -1.0595 0.2482 0.412
H -1.81862 0.26235 1.17608 -1.2997 1.1293 1.5394 0.445
H -1.54603 0.94723 -2.58529 0.1484 -0.1086 -3.3974 0.515
H 2.18088 1.46973 -2.85723 3.9571 0.2811 -0.5949 0.437
H -3.56964 0.88670 -0.67768 1.9246 -1.3383 -0.5338 0.276
```
Positions in Å, forces in eV/Å.

Output
Energy relative to the best compared isomer or geometry (same formula, charge and spin) = 48.5 kcal per mole
Calculated total energy = -664.868013 Eh
LUMO level = 0.77 eV

***

(4)
Entry from OMol25: a structure of composition C10H17NO2V in a non-equilibrium geometry (ωB97M-V/def2-TZVPD).

XYZ file:
```
31
Properties=species:S:1:pos:R:3:forces:R:3:mulliken_spin:R:1
H -1.45916 -0.13807 3.77913 1.0788 -0.3993 0.4238 0.005
H -0.90142 -0.19141 -2.93734 -0.5818 -0.3228 0.5943 -0.004
H 1.56208 -0.46330 -3.17328 0.2167 0.1650 0.9897 0.004
H -0.25393 -1.43815 4.37493 -0.4356 0.8699 -0.3376 0.017
H -1.43738 2.30115 0.17789 0.4784 -0.0204 0.0916 -0.001
O 0.57412 1.21338 4.72525 0.4733 -1.7435 -2.2830 0.003
C -0.30906 -1.36556 -1.29258 2.2689 -0.3341 1.6984 -0.110
H -0.66573 -2.29314 -0.80640 0.2033 0.4007 -0.3728 -0.002
O 1.61295 0.41787 2.82763 -0.9618 -1.2484 1.3648 -0.013
C -1.91486 0.68619 -1.18913 -0.5361 -0.3712 -0.9364 -0.010
V 1.75877 -1.49063 2.08447 -0.2958 1.4060 0.9957 3.404
H -2.58298 1.17198 -1.93361 0.2005 -0.0266 0.4150 0.000
H 1.46046 -1.07760 0.59261 0.6479 0.0551 -0.8661 -0.263
C -0.97272 1.71428 -0.61394 0.7144 -0.1366 -0.6258 0.001
C 0.99837 1.38461 -2.18090 1.2053 -0.1071 -1.6479 -0.003
C 1.04766 -1.09460 -1.17440 -1.7157 -1.6172 -3.9923 0.022
C -1.31473 -0.53996 -1.95907 -1.1069 0.3371 -0.4221 0.004
C -0.45222 -0.61346 3.64105 -0.2319 -0.4292 -0.1114 -0.045
H -0.84852 -0.53803 1.64297 0.9118 -1.1045 0.2822 0.017
C 0.67201 0.42012 3.75462 0.3527 2.6331 1.8441 0.019
N -0.37590 -1.21055 2.29294 -0.5392 0.2136 -0.2782 -0.038
C 1.65538 -0.05825 -2.12610 -0.0620 1.0702 0.1462 -0.002
H 2.73845 0.11229 -1.94686 -0.6229 -0.4345 0.1097 0.004
H -2.61705 0.30327 -0.42235 0.4704 0.2308 -0.0798 -0.001
C 0.28224 1.98337 -1.04393 -1.1617 -0.2353 2.0077 0.001
H 1.83287 2.08626 -2.39676 -0.3538 -0.4438 0.0288 -0.001
H -0.87455 -2.08888 2.29042 -0.4543 0.0176 -0.2740 0.001
H -2.15142 -1.27500 -2.12758 0.4849 1.0605 -0.3361 -0.001
H 0.89461 2.66424 -0.43589 -0.5304 -0.0209 -0.2673 0.000
H 0.39967 1.43893 -3.10367 -0.0911 -0.0321 0.4152 0.000
H 1.64202 -2.02133 -1.32013 -0.0262 0.5680 1.4235 -0.010
```
Positions in Å, forces in eV/Å.

Output
Expectation value of S² = 3.798
Energy relative to the best compared isomer or geometry (same formula, charge and spin) = 0.0 kcal per mole
Multiplicity = 4
Calculated total energy = -1540.285972 Eh
LUMO level (spin up / spin down) = -0.73 / -0.89 eV